A single C5H8O2 molecule, computed with ωB97M-V/def2-TZVPD.

```
15
Properties=species:S:1:pos:R:3:forces:R:3:nbo_charge:R:1
O 0.38349 -0.93765 0.25119 0.0 -0.1 -0.1 -0.53
O -3.13895 -1.09715 -0.04914 0.4 0.0 0.2 -0.51
C 1.77130 1.06991 0.15854 0.0 0.0 -0.1 -0.64
C 0.90259 0.15939 1.00737 0.1 0.2 0.2 -0.06
C -2.00435 -1.18317 0.35754 -0.3 0.0 -0.1 0.38
C -0.92028 -0.13990 -1.59331 0.1 -0.1 0.1 -0.36
C -0.80217 -0.69749 -0.38894 -0.2 0.2 -0.4 0.16
H 1.18752 1.55365 -0.63108 0.1 -0.1 0.1 0.21
H -0.06079 0.18860 -2.16811 -0.1 -0.1 0.1 0.21
H -1.91009 -0.03522 -2.02496 0.1 0.0 0.1 0.23
H 1.48787 -0.29302 1.81341 -0.1 0.1 -0.1 0.19
H 2.57380 0.49199 -0.31044 -0.1 0.1 0.1 0.22
H 0.07640 0.72090 1.46540 0.1 -0.1 -0.1 0.17
H 2.21912 1.85418 0.77798 -0.1 -0.1 -0.1 0.22
H -1.76545 -1.65502 1.33455 0.0 0.1 -0.1 0.12
```
Positions in Å, forces in eV/Å.

## Properties
Frontier orbital gap (eV): 10.02
SMILES string: C=C(C=O)OCC
Total energy (eV): -9408.185
Spin multiplicity: 1
Highest occupied orbital energy (eV): -9.884


A single C20H21NO3 molecule, computed with ωB97M-V/def2-TZVPD.

```
45
Properties=species:S:1:pos:R:3:forces:R:3:nbo_charge:R:1
O -5.24044 -1.35069 0.21575 0.5 -0.1 -0.1 -0.47
O -3.18577 -2.74264 -0.50867 -0.2 0.4 0.1 -0.48
O 2.35561 2.39141 -0.31870 0.1 0.0 0.0 -0.65
N -0.24815 2.54008 -0.27892 0.3 0.0 0.0 -0.57
C 3.47534 -0.78370 0.88219 -0.1 0.1 -0.1 -0.12
C 5.76423 -1.20832 0.24770 -0.1 0.0 0.0 0.00
C -2.49831 2.76385 0.56708 0.2 0.1 -0.2 -0.43
C -3.91247 0.68321 0.40050 -0.2 -0.2 0.0 -0.29
C -1.55278 0.54455 -0.05720 -0.6 0.1 0.0 -0.05
C 2.21410 1.17510 -0.10534 -0.2 0.0 0.0 0.51
C -1.70812 -0.81556 -0.33917 -0.1 -0.2 0.0 -0.27
C -2.67112 1.29617 0.29694 0.3 0.0 -0.1 0.00
C -4.06878 -0.66780 0.14116 0.0 -0.1 0.0 0.29
C 3.42412 0.31806 0.03450 0.4 0.0 0.0 -0.15
C -2.10872 -3.55693 -0.89875 0.2 -0.1 -0.1 -0.25
C 4.56513 0.65803 -0.68830 -0.1 0.1 0.0 -0.15
C -1.45255 3.31298 -0.40159 -0.5 0.1 0.0 -0.20
C 4.63332 -1.53152 0.98689 0.1 0.0 0.0 -0.24
C -0.24679 1.20906 -0.13045 0.4 0.2 0.1 0.30
C 7.02246 -2.01309 0.36809 0.0 0.0 0.0 -0.63
C -6.40072 -0.65276 0.59275 -0.2 0.2 0.1 -0.25
C 0.94708 0.52679 -0.01608 -0.1 -0.1 0.0 -0.47
C 5.71398 -0.09960 -0.59039 0.0 0.0 0.0 -0.22
C -2.94136 -1.42849 -0.24801 -0.1 -0.1 0.0 0.26
H -2.53125 -4.54937 -1.04712 0.1 0.1 0.0 0.20
H -1.22206 4.35684 -0.17994 0.0 -0.1 0.0 0.21
H -4.76110 1.28480 0.68664 -0.1 0.0 0.0 0.22
H 2.61866 -1.04467 1.48638 -0.1 0.0 0.0 0.20
H 7.73959 -1.49065 1.00218 0.1 0.0 0.0 0.22
H -3.44358 3.29443 0.45119 0.0 0.0 0.0 0.22
H -6.64319 0.14248 -0.12016 0.0 0.0 0.0 0.18
H -1.65935 -3.21198 -1.83607 0.0 0.0 0.0 0.18
H -0.84726 -1.38102 -0.65333 0.1 -0.1 0.0 0.23
H 7.48345 -2.15605 -0.60735 0.1 -0.1 0.0 0.22
H 6.82309 -2.98617 0.81061 0.0 -0.1 0.0 0.21
H -6.30607 -0.22442 1.59623 0.0 0.0 -0.1 0.18
H 0.93276 -0.53708 0.13704 -0.1 -0.1 0.0 0.21
H -1.33716 -3.60532 -0.12298 0.0 0.0 0.0 0.18
H 0.68670 2.95260 -0.35848 -0.1 -0.1 0.0 0.46
H 6.58791 0.17114 -1.16628 0.1 0.0 -0.1 0.21
H 4.66080 -2.38045 1.65627 0.0 -0.1 0.1 0.21
H 4.52854 1.52588 -1.33018 0.0 0.1 0.0 0.23
H -1.84350 3.25595 -1.42903 0.0 0.1 0.1 0.19
H -7.20042 -1.39159 0.59160 0.0 0.1 0.0 0.20
H -2.14841 2.90845 1.59420 0.0 0.1 0.0 0.22
```
Positions in Å, forces in eV/Å.

## Properties
Frontier orbital gap (eV): 8.18
SMILES string: COc1cc2c(cc1OC)/C(=C/C(=O)c1ccc(C)cc1)NCC2
Total energy (eV): -28713.256
Spin multiplicity: 1
Highest occupied orbital energy (eV): -7.790


C23H24HfN4O3 as an isolated structure in a non-equilibrium geometry, computed with ωB97M-V/def2-TZVPD.

```
55
Properties=species:S:1:pos:R:3:forces:R:3:nbo_charge:R:1
Hf 0.24395 0.61394 0.00780 -2.0 -0.9 -0.9 2.60
O 0.46328 2.48915 -0.10956 0.5 1.9 0.1 -0.81
O -1.55885 0.00008 -0.38074 -1.9 -0.4 -0.6 -0.82
O 0.35184 -0.20930 1.74175 0.4 -0.4 1.1 -0.80
N -3.80547 0.24662 -2.97704 -0.1 -0.1 0.0 -0.13
N 2.24644 0.43381 0.14642 2.0 0.2 0.5 -0.61
N -2.53941 0.26116 -2.46427 0.2 0.1 0.4 -0.21
N 2.57288 -0.46838 1.16955 0.4 -0.5 0.2 -0.37
C 2.71811 2.49674 -0.89977 -0.2 0.0 0.1 -0.43
C -1.32908 0.07587 -3.17899 0.2 -0.2 0.0 0.22
C -0.20568 0.78023 -2.72107 0.1 0.1 -0.4 -0.40
C 3.13287 -1.75894 3.59566 -0.2 0.0 -0.2 -0.17
C 1.15571 -0.41584 -4.31218 0.0 -0.1 -0.1 -0.19
C 1.04005 0.52097 -3.29506 -0.1 0.1 0.1 -0.16
C 0.98657 -2.65087 5.12336 0.0 -0.1 0.1 -0.21
C 1.19050 4.40873 -1.36499 -0.1 0.0 0.1 -0.69
C 2.28910 -2.91581 5.52097 0.0 0.0 0.0 -0.15
C -3.97120 0.01224 -0.77571 0.1 0.1 0.1 -0.36
C -1.21493 -0.84927 -4.20227 -0.1 0.0 0.2 -0.23
C 0.74769 -1.93991 3.96122 0.0 0.1 -0.2 -0.18
C 3.36135 -2.46588 4.75918 0.0 0.0 0.0 -0.20
C -2.63052 0.10283 -1.10722 -0.6 -0.3 -0.3 0.57
C 1.57772 -0.72175 1.97059 1.0 0.2 0.1 0.54
C 0.02927 -1.07451 -4.77967 0.1 0.1 0.0 -0.13
C -4.67874 0.11600 -1.96656 0.2 0.0 0.1 0.30
C -4.10634 0.50716 -4.37584 -0.1 0.0 -0.3 -0.43
C -6.14336 0.09644 -2.18798 -0.1 0.0 -0.1 -0.67
C 3.16008 1.32109 -0.20841 -0.2 -0.3 0.1 0.43
C 1.82004 -1.49701 3.18654 -0.2 -0.1 0.1 -0.10
C 4.57462 1.14637 0.20182 0.1 0.0 0.0 -0.70
C 1.47142 3.05815 -0.78433 0.6 0.5 -0.2 0.46
H 4.37668 -2.65800 5.07802 0.0 0.0 0.0 0.23
H 0.13123 4.64505 -1.29886 0.0 0.0 0.0 0.25
H 3.95126 -1.39693 2.99107 0.1 0.0 0.0 0.23
H -4.37128 -0.10904 0.21585 0.0 0.0 0.0 0.27
H -3.24779 0.96210 -4.86059 0.0 0.0 0.0 0.24
H 2.11866 -0.61698 -4.76104 0.0 0.0 0.0 0.25
H 3.47367 3.10309 -1.38018 0.0 0.0 0.0 0.26
H -0.36407 1.66030 -2.09527 0.0 0.0 -0.3 0.23
H -4.94354 1.19838 -4.43934 0.0 0.0 0.1 0.25
H 0.16034 -2.99775 5.72869 0.0 0.0 0.0 0.23
H -0.26594 -1.73037 3.64526 0.0 0.0 0.0 0.22
H 2.47484 -3.47430 6.42876 0.0 0.0 0.0 0.23
H -6.41656 -0.67207 -2.91253 0.0 0.0 0.0 0.26
H 1.91026 1.08074 -2.97946 0.0 0.0 0.0 0.25
H 1.74362 5.16496 -0.80500 0.0 0.0 0.0 0.27
H 4.68193 1.46953 1.24187 0.0 0.0 0.0 0.28
H 5.24322 1.74490 -0.41153 0.0 0.0 0.0 0.25
H -2.07519 -1.41360 -4.53523 0.0 0.0 0.0 0.24
H 1.51874 4.46554 -2.40221 0.0 0.0 0.0 0.25
H -4.37404 -0.41162 -4.89754 0.1 0.0 0.1 0.24
H 0.11160 -1.78307 -5.59279 0.0 0.0 0.0 0.25
H -6.49867 1.05586 -2.57003 0.0 0.0 0.0 0.26
H -6.65691 -0.10806 -1.25321 0.0 0.0 0.0 0.27
H 4.85248 0.09425 0.17617 0.0 0.0 0.0 0.27
```
Positions in Å, forces in eV/Å.

## Properties
Frontier orbital gap (eV): 6.82
Charge: +2
Total energy (eV): -37637.825
Spin multiplicity: 1
Highest occupied orbital energy (eV): -13.616


A single C4H3N3 molecule, computed with ωB97M-V/def2-TZVPD.

```
10
Properties=species:S:1:pos:R:3:forces:R:3:nbo_charge:R:1
N -1.57644 0.71918 -0.63856 -0.1 -0.1 0.3 -0.24
N -0.78976 -1.04387 0.25582 0.0 -0.1 0.0 -0.33
N -1.83607 -0.52591 -0.38616 0.1 0.0 0.1 -0.02
C -0.37582 1.02377 -0.09238 -0.1 0.1 0.2 -0.09
C 1.57958 -0.44069 1.08139 0.2 0.2 -0.5 -0.10
C 1.76400 -0.06278 -0.12005 -0.2 0.0 0.3 -0.18
C 0.18200 -0.10936 0.48083 -0.6 0.1 -0.2 0.03
H -0.84041 -1.98527 0.61711 0.1 0.1 -0.1 0.43
H 0.06417 2.00847 -0.11777 -0.1 -0.1 -0.1 0.23
H 1.82874 0.41646 -1.08023 0.7 -0.4 0.1 0.27
```
Positions in Å, forces in eV/Å.

## Properties
Frontier orbital gap (eV): 9.44
Total energy (eV): -8661.374
Spin multiplicity: 1
Highest occupied orbital energy (eV): -9.453